C9H18F3N2O2 | ωB97M-V/def2-TZVPD

The LUMO energy comes out at -3.67 eV. As for the HOMO-LUMO gap: 9.38 eV. The SMILES is C[C@@H](O)C[C@H]1C[NH2+][C@H](COC(F)(F)F)CN1. The charge is +1.

XYZ file:
```
34
Properties=species:S:1:pos:R:3:mulliken_charge:R:1
F 2.960 0.942 -1.404 -0.221
F 5.176 0.868 -0.529 -0.230
F 4.225 3.023 -0.916 -0.220
O -3.029 -3.520 -0.045 -0.536
O 3.450 1.595 0.951 -0.289
N 0.112 1.718 -0.047 -0.030
N -0.058 -1.038 1.268 -0.369
C -0.098 -0.915 -0.270 0.185
C 2.226 2.373 1.194 -0.786
C -3.430 -1.484 -1.657 -1.016
C 3.880 1.643 -0.454 0.795
C 0.841 1.469 1.248 0.153
C -0.982 -2.167 -0.850 -1.043
C -2.556 -2.138 -0.390 0.272
C 1.061 -0.095 1.662 -0.861
C -0.731 0.576 -0.560 -0.856
H -2.779 -1.482 0.553 0.199
H -1.773 0.604 0.023 0.274
H -4.085 -0.597 -1.229 0.215
H -2.713 -1.032 -2.490 0.242
H 0.177 1.958 2.111 0.352
H 1.110 -0.128 2.854 0.362
H -0.988 0.731 -1.698 0.290
H -0.513 -3.155 -0.374 0.332
H 2.358 2.871 2.271 0.348
H 0.728 2.057 -0.842 0.509
H -4.092 -2.357 -2.068 0.341
H -0.878 -2.318 -2.029 0.414
H 2.055 3.244 0.425 0.381
H -3.185 -3.547 0.963 0.342
H 1.000 -0.989 -0.729 0.346
H 2.061 -0.583 1.292 0.351
H -0.556 2.527 0.135 0.406
H -0.973 -0.654 1.630 0.348
```

C11H12DyN2P | ωB97M-V/def2-TZVPD

The LUMO energy (spin up / spin down) comes out at -1.31 / -1.31 eV. As for the HOMO-LUMO gap (spin up / spin down): 4.38 / 4.44 eV. Its multiplicity is 6. The charge is 0.

XYZ file:
```
27
Properties=species:S:1:pos:R:3:mulliken_spin:R:1
Dy -0.758 0.236 -1.411 5.115
P -0.157 -2.450 -0.572 -0.003
N -0.068 0.383 0.917 0.022
N 0.039 -0.220 6.250 0.001
C 1.007 -0.155 1.525 0.002
C 1.081 -0.259 2.906 -0.003
C 0.338 2.012 -2.690 -0.001
C 1.135 1.293 -1.840 -0.099
C 0.015 0.211 3.673 -0.001
C -1.068 0.922 1.657 0.030
C -1.053 0.857 3.045 -0.009
C 0.015 -0.010 5.098 0.001
C -0.619 1.379 -3.560 -0.034
C 0.321 -0.810 -3.080 -0.051
C -0.495 -0.019 -3.842 0.028
H -1.174 -0.394 -4.623 0.007
H -1.875 1.283 3.619 0.000
H 1.155 -2.773 -0.109 -0.002
H 1.940 -0.732 3.377 -0.001
H -1.376 1.975 -4.066 0.001
H -0.291 -3.515 -1.513 0.001
H -0.828 -3.061 0.524 0.000
H 1.925 1.740 -1.229 -0.005
H 0.322 3.108 -2.713 0.001
H 0.583 -1.837 -3.338 -0.002
H 1.794 -0.550 0.880 -0.002
H -1.906 1.386 1.114 0.003
```

C3H8OS | ωB97M-V/def2-TZVPD

The LUMO energy (spin up / spin down) comes out at 3.70 / 3.71 eV. Its energy relative to the best compared isomer or geometry (same formula, charge and spin) is 0.0 kJ/mol. As for the HOMO-LUMO gap (spin up / spin down): 2.79 / 8.73 eV. Its multiplicity is 2. The charge is -1.

XYZ file:
```
13
Properties=species:S:1:pos:R:3:mulliken_spin:R:1
S -0.455 1.822 0.293 0.072
O 2.019 -2.352 -1.227 -0.242
C 1.241 -1.499 -0.895 0.304
C -1.990 1.537 1.235 1.920
C -0.012 -1.707 -0.193 0.592
H -2.731 1.224 0.519 -0.310
H -0.321 -2.741 -0.077 -0.133
H 0.127 -1.263 0.805 -0.109
H -0.788 -1.070 -0.631 -0.124
H 0.387 1.583 1.342 -0.140
H -1.827 0.738 1.955 -0.496
H -2.307 2.450 1.746 -0.355
H 1.437 -0.436 -1.107 0.021
```

C5H8O3 | ωB97M-V/def2-TZVPD

The LUMO energy comes out at 0.30 eV. Its energy relative to the best compared isomer or geometry (same formula, charge and spin) is 311.0 kJ/mol. As for the HOMO-LUMO gap: 9.48 eV. The SMILES is CO/C(=C/C=O)CO. The charge is 0.

XYZ file:
```
16
Properties=species:S:1:pos:R:3:mulliken_charge:R:1
O 0.205 -0.767 -3.704 -0.451
O 1.254 -0.792 1.588 -0.467
O -1.173 0.723 0.397 -0.396
C -0.932 0.990 1.726 -0.715
C -0.170 0.182 -0.315 0.613
C -0.566 -0.065 -1.571 -0.319
C 1.183 -0.129 0.324 -0.508
C 0.083 -0.983 -2.547 -0.235
H 1.616 0.932 0.519 0.285
H 0.542 -1.946 -2.123 0.323
H -1.772 1.547 1.932 0.315
H 1.844 -0.610 -0.455 0.317
H 0.311 -1.140 1.800 0.345
H -1.445 0.524 -1.897 0.342
H -0.003 1.555 2.045 0.276
H -0.975 -0.021 2.284 0.275
```

C5H11N3O | ωB97M-V/def2-TZVPD

The LUMO energy comes out at 0.49 eV. Its energy relative to the best compared isomer or geometry (same formula, charge and spin) is 183.9 kJ/mol. As for the HOMO-LUMO gap: 9.80 eV. The SMILES is [H]/N=C(\C)[C@H](C)O.N#CN. The charge is 0.

XYZ file:
```
20
Properties=species:S:1:pos:R:3:mulliken_charge:R:1
O 1.883 0.598 0.655 -0.612
N -1.174 -2.229 -0.139 -0.489
N 0.849 -1.757 1.178 -0.548
N -1.447 0.512 -0.708 -0.858
C -0.546 0.685 0.170 0.660
C -0.777 1.192 1.565 -1.419
C 1.252 0.215 -1.662 -1.195
C 0.993 0.915 -0.334 0.144
C -0.154 -1.795 0.578 0.546
H -1.794 0.996 1.892 0.469
H 1.698 -0.405 0.954 0.490
H 0.995 2.005 -0.463 0.450
H 2.209 0.547 -2.061 0.374
H -1.559 -1.531 -0.771 0.295
H 0.459 0.444 -2.369 0.348
H -0.575 2.265 1.610 0.341
H -1.129 -3.180 -0.481 0.265
H 1.297 -0.863 -1.512 0.215
H -2.392 0.683 -0.354 0.233
H -0.089 0.702 2.253 0.292
```

C13H15HfIN2O2 | ωB97M-V/def2-TZVPD

The LUMO energy (spin up / spin down) comes out at -12.66 / -12.66 eV. As for the HOMO-LUMO gap (spin up / spin down): 3.26 / 3.28 eV. The charge is +2.

XYZ file:
```
34
Properties=species:S:1:pos:R:3:mulliken_charge:R:1
Hf 0.342 -0.052 1.278 1.120
I 3.082 -0.195 0.800 0.125
O -3.845 0.377 2.462 -0.420
O -1.863 -0.045 1.437 -0.793
N 0.073 -1.392 -0.435 0.095
N 0.269 1.278 -0.451 0.038
C 0.436 2.604 -0.384 0.084
C -0.226 -2.931 -2.731 -0.480
C 0.039 -0.793 -1.650 1.158
C -0.041 -2.723 -0.356 0.171
C -0.189 -3.534 -1.475 -0.860
C 0.492 1.371 2.743 -1.630
C 0.429 2.802 -2.767 -0.505
C -0.114 -1.549 -2.817 -0.949
C 0.185 0.675 -1.660 0.933
C 0.518 3.407 -1.515 -0.837
C -2.534 0.418 2.470 0.208
C 0.262 1.425 -2.839 -0.915
C 0.480 -1.394 2.818 -1.048
H 0.654 -2.373 2.360 0.461
H -0.145 -1.063 -3.785 0.397
H 0.497 3.393 -3.675 0.475
H 0.518 3.018 0.616 0.381
H 1.529 1.711 2.740 0.482
H -0.341 -3.528 -3.630 0.474
H -0.437 -1.403 3.412 0.405
H 0.208 0.936 -3.804 0.386
H 0.658 4.478 -1.410 0.445
H 1.341 -1.128 3.430 0.494
H -0.199 2.177 2.474 0.521
H 0.220 0.972 3.721 0.496
H -2.030 0.813 3.335 0.342
H -0.002 -3.141 0.644 0.299
H -0.270 -4.609 -1.358 0.449
```